Here is a 2-piece molecular cluster, C13H19N3O7 overall in a non-equilibrium geometry from the OMol25 dataset. Energies are from the ωB97M-V functional and the def2-TZVPD basis.

Geometry as XYZ:
```
42
Properties=species:S:1:pos:R:3
C -3.296 -2.185 -1.999
N -1.992 -2.656 -1.537
C -1.488 -2.410 -0.318
O -2.123 -1.760 0.500
C -0.084 -2.965 0.008
N 0.525 -3.679 -1.135
C 0.343 -4.949 -1.492
C -0.497 -5.871 -0.633
O 0.841 -5.365 -2.524
C 0.900 -1.890 0.516
C 0.818 -0.552 -0.222
O 0.703 -1.640 1.883
H -3.316 -1.093 -1.989
H -3.490 -2.541 -3.012
H -4.079 -2.549 -1.332
H -1.430 -3.199 -2.174
H -0.217 -3.666 0.831
H 1.135 -3.153 -1.744
H -0.042 -5.960 0.352
H -1.509 -5.483 -0.545
H -0.526 -6.855 -1.101
H 1.915 -2.274 0.402
H 1.646 0.085 0.086
H -0.121 -0.045 0.007
H 0.886 -0.716 -1.297
H 1.136 -0.808 2.095
O 2.346 2.064 1.960
C 2.409 3.273 2.129
O 3.339 3.853 2.923
C 1.433 4.142 1.441
C 1.453 5.539 1.606
C 0.506 6.327 0.943
C -0.444 5.716 0.121
O -1.370 6.490 -0.526
N -0.452 4.377 -0.034
O -1.297 3.846 -0.767
C 0.441 3.601 0.596
H 3.863 3.115 3.270
H 2.195 6.011 2.248
H 0.496 7.407 1.056
H -1.945 5.888 -1.035
H 0.386 2.526 0.443
```

The SMILES is CNC(=O)[C@@H](NC(C)=O)[C@@H](C)O.O=C(O)c1ccc(O)[n+]([O-])c1. The highest occupied orbital energy comes out at -8.9472 eV. The spin multiplicity is 1. Its largest force on an atom is 3.219 eV/A. The calculation puts the molar mass at 329.31 u.

Atomic partial charges in e from the natural (NBO) method, atoms 1 to 5: -0.41 -0.61 0.65 -0.62 -0.14

***

Here is an isolated molecule of C13H20ClNO3S in a non-equilibrium geometry from the OMol25 dataset. Energies are from the ωB97M-V functional and the def2-TZVPD basis.

Geometry as XYZ:
```
39
Properties=species:S:1:pos:R:3
C -3.768 -2.157 -1.179
C -3.502 -1.785 0.275
O -2.147 -1.429 0.494
C -1.669 -0.256 0.052
C -2.417 0.817 -0.433
C -1.810 2.001 -0.833
C -2.622 3.146 -1.350
C -0.423 2.096 -0.745
Cl 0.376 3.547 -1.241
C 0.340 1.041 -0.272
C -0.281 -0.119 0.124
S 0.623 -1.566 0.695
O 0.256 -1.831 2.055
O 0.433 -2.592 -0.290
N 2.212 -1.061 0.655
C 3.045 -1.529 -0.429
C 3.790 -0.401 -1.137
C 2.834 -0.730 1.921
C 2.834 0.771 2.201
H -4.784 -2.530 -1.285
H -3.069 -2.931 -1.484
H -3.636 -1.298 -1.834
H -4.174 -0.985 0.612
H -3.650 -2.656 0.917
H -3.491 0.749 -0.502
H -2.320 3.389 -2.368
H -3.682 2.908 -1.342
H -2.453 4.031 -0.739
H 1.413 1.117 -0.213
H 2.377 -2.035 -1.126
H 3.770 -2.265 -0.056
H 4.391 -0.816 -1.942
H 4.451 0.118 -0.447
H 3.093 0.315 -1.564
H 3.859 -1.112 1.922
H 2.271 -1.238 2.707
H 3.358 1.317 1.420
H 3.331 0.962 3.149
H 1.813 1.138 2.265
```

The SMILES is CCOc1cc(C)c(Cl)cc1S(=O)(=O)N(CC)CC. The highest occupied orbital energy comes out at -8.5917 eV. The spin multiplicity is 1. Its largest force on an atom is 1.169 eV/A. The value obtained for the energy above the lowest of the compared OMol25 structures with the same formula, charge and spin is 0.139 eV. The calculation puts the molar mass at 305.83 u.

Atomic partial charges in e from the natural (NBO) method, atoms 1 to 5: -0.64 -0.06 -0.48 0.34 -0.25

***

Here is C13H20F3N2O2PV as an isolated structure in a non-equilibrium geometry from the OMol25 dataset. Energies are from the ωB97M-V functional and the def2-TZVPD basis.

Geometry as XYZ:
```
42
Properties=species:S:1:pos:R:3
C -0.360 -2.099 -1.637
C 0.428 -0.876 -1.994
N 0.564 0.024 -1.002
C 1.469 1.070 -1.118
C 2.053 1.296 -2.393
C 1.772 0.458 -3.457
C 0.962 -0.664 -3.263
C 1.733 1.818 0.043
P 0.913 1.422 1.582
H 0.703 -1.368 -4.057
H 2.715 2.156 -2.486
H 2.178 0.669 -4.443
C -2.565 -1.236 -1.295
C -1.783 -2.960 0.142
H 2.441 2.653 -0.020
H 0.293 -2.905 -1.262
H -0.874 -2.488 -2.532
C 0.282 2.989 2.265
C 2.246 1.099 2.788
H -0.239 2.768 3.206
H 1.128 3.661 2.465
H -0.418 3.443 1.555
H 1.804 0.842 3.761
H 2.899 0.286 2.450
H 2.844 2.015 2.896
H -2.255 -3.668 -0.559
H -0.915 -3.435 0.613
H -2.508 -2.679 0.912
H -2.894 -2.019 -2.000
H -3.360 -1.035 -0.569
H -2.335 -0.319 -1.848
C -1.233 -0.493 2.383
O -1.595 -0.748 3.472
V -0.672 -0.071 0.683
O 1.383 -1.871 1.148
H 1.774 -1.919 2.039
H 2.152 -1.742 0.563
N -1.374 -1.743 -0.588
F -2.483 2.167 1.640
C -2.073 1.594 0.439
F -1.541 2.633 -0.329
F -3.259 1.272 -0.193
```

The highest occupied orbital energy (alpha / beta) comes out at -20.9776 / -20.8776 eV. The spin multiplicity is 3. Its largest force on an atom is 10.666 eV/A. The value obtained for the energy above the lowest of the compared OMol25 structures with the same formula, charge and spin is 0.000 eV. As for the expectation value of S²: 2.043. The calculation puts the molar mass at 375.23 u. The charge is +3.

Atomic partial charges in e from the Löwdin method, atoms 1 to 5: -0.08 -0.17 0.04 -0.25 0.13

***

Here is an isolated molecule of C13H20N2O2 in a non-equilibrium geometry from the OMol25 dataset. Energies are from the ωB97M-V functional and the def2-TZVPD basis.

Geometry as XYZ:
```
37
Properties=species:S:1:pos:R:3
C -2.376 4.510 -0.377
C -1.599 3.251 -0.150
C -1.653 2.573 1.089
C -0.820 1.442 1.312
C -0.041 0.816 0.263
C 0.726 -0.540 0.583
N -0.140 -1.548 0.989
C 0.343 -2.723 1.729
C -1.624 -1.371 1.064
C 1.526 -1.412 -0.712
C 2.362 -0.382 -1.445
C 2.393 -2.631 -0.453
N 0.345 -1.869 -1.458
O -0.046 -3.053 -1.273
O -0.207 -1.175 -2.351
C -0.112 1.444 -0.983
C -0.724 2.743 -1.155
H -2.176 4.949 -1.358
H -3.451 4.322 -0.290
H -2.115 5.224 0.416
H -2.313 2.907 1.903
H -0.812 0.955 2.320
H 1.786 -0.340 1.128
H -0.458 -3.001 2.460
H 0.495 -3.646 1.095
H 1.267 -2.387 2.225
H -2.077 -2.372 1.138
H -1.865 -0.815 1.992
H -2.047 -0.853 0.192
H 3.419 -0.536 -1.150
H 2.265 -0.456 -2.551
H 2.138 0.637 -1.105
H 3.351 -2.313 -0.045
H 2.003 -3.340 0.273
H 2.585 -3.204 -1.374
H 0.195 0.907 -1.888
H -0.543 3.288 -2.052
```

The SMILES is Cc1ccc([C@@H](N(C)C)C(C)(C)[N+](=O)[O-])cc1. The highest occupied orbital energy comes out at -7.8287 eV. The spin multiplicity is 1. Its largest force on an atom is 4.611 eV/A. The value obtained for the energy above the lowest of the compared OMol25 structures with the same formula, charge and spin is 6.296 eV. The calculation puts the molar mass at 236.32 u.

Atomic partial charges in e from the natural (NBO) method, atoms 1 to 5: -0.63 0.00 -0.24 -0.17 -0.11

***

Q: Which value of largest force on an atom does entry 4 give?
A: 4.611 eV/A